Record 1
DFT (wB97M-V/def2-TZVPD) results for 9 unconnected molecules or ions with the total composition C46H64F4O19S.

```
134
C46H64F4O19S wB97M-V/def2-TZVPD
S -7.038 -2.583 0.129
F -8.627 -1.711 2.423
F -7.300 -3.039 3.589
F -5.862 -0.924 4.426
F -8.020 -0.571 4.691
O 2.333 -2.978 1.083
O -5.933 -3.628 -0.290
O -1.532 -3.183 -8.383
O 0.812 7.020 -1.644
O 5.344 2.910 1.406
O -1.499 -3.817 -1.737
O -1.555 -2.844 -3.742
O -0.997 -4.288 7.721
O -0.937 -5.976 6.248
O 9.270 3.839 0.441
O -7.037 -1.478 -0.783
O 3.579 1.557 1.234
O -1.343 3.079 -0.795
O 2.870 7.848 -1.403
O -2.993 -1.641 -7.704
O 7.704 5.293 -0.205
O 4.055 -2.122 2.205
O -3.154 2.231 0.171
O -8.217 -3.354 0.337
C -0.532 -2.147 2.341
C -0.838 4.373 -1.160
C -1.603 -1.957 1.459
C 0.305 0.064 1.799
C -4.582 -3.115 -0.415
C 6.642 1.764 2.997
C 3.718 6.474 0.312
C -2.028 -2.106 -8.533
C -2.364 0.194 -9.037
C 3.311 -3.426 -1.002
C -2.661 -3.033 1.283
C 7.573 6.339 -1.181
C 4.110 7.443 -0.798
C -2.593 3.180 -0.290
C -7.032 -0.706 3.772
C 8.956 4.777 -0.230
C -0.729 0.241 0.893
C -0.326 -3.417 3.129
C 3.638 -2.689 1.237
C -1.865 -3.828 -2.879
C -3.482 -0.368 -8.165
C 2.105 -3.731 -0.119
C 5.573 0.816 2.452
C 1.905 6.930 -1.164
C -4.058 -2.524 0.908
C -1.999 -3.617 8.504
C -2.739 -4.860 -3.568
C -3.306 -3.823 7.747
C -2.524 -4.547 -5.049
C -6.349 -1.965 1.688
C 4.686 1.751 1.647
C 8.995 6.825 -1.440
C 4.413 -3.201 0.035
C -3.077 -5.189 7.098
C 6.692 2.842 1.921
C -2.219 -3.056 -5.008
C -1.746 -1.080 -9.613
C 0.398 -1.123 2.498
C -1.665 -0.765 0.733
C -1.567 -5.230 6.934
C 2.458 5.834 -0.268
C 9.803 5.546 -1.226
C -5.084 -2.768 2.015
C -7.352 -1.896 2.845
C -2.071 5.241 -1.375
C -3.058 4.624 -0.379
H -1.560 -2.738 -5.807
H -4.543 -2.385 -1.224
H -1.715 -2.572 8.602
H 0.725 -3.701 3.072
H -2.963 5.068 0.614
H -1.655 -5.090 -5.421
H -2.727 -3.597 2.215
H -2.435 -5.863 -3.283
H -6.027 -0.944 1.473
H 3.135 -2.501 -1.553
H 1.732 5.556 0.489
H 4.724 6.967 -1.566
H -3.370 -4.788 -5.688
H 7.610 1.297 3.169
H -2.243 -1.405 -10.529
H -4.095 4.669 -0.697
H -5.350 -3.825 2.051
H -2.019 -4.072 9.497
H 4.999 0.318 3.226
H 9.883 4.950 -2.136
H -3.773 -4.693 -3.257
H 4.912 -4.128 0.321
H 6.919 7.108 -0.775
H -0.588 -3.298 4.180
H 3.523 -4.214 -1.722
H 1.234 -1.264 3.172
H -0.835 1.144 0.314
H -4.032 -1.445 0.760
H -6.968 0.222 3.199
H -3.982 -3.968 -0.720
H -4.184 -3.771 8.388
H -3.564 -5.294 6.134
H 10.796 5.720 -0.821
H -3.706 0.249 -7.299
H -1.873 6.298 -1.225
H -3.123 -2.446 -5.028
H 6.302 2.194 3.941
H -2.464 -0.611 0.020
H -2.443 5.107 -2.392
H -4.670 -2.474 2.976
H 4.504 5.765 0.561
H 5.987 0.067 1.777
H 7.362 2.583 1.107
H 3.465 7.030 1.215
H -0.677 -1.004 -9.791
H -1.632 0.707 -8.412
H 5.156 -2.470 -0.274
H 6.967 3.822 2.299
H -0.881 -4.256 2.713
H -3.372 -6.012 7.750
H -2.295 -3.734 0.530
H 9.273 7.566 -0.689
H -4.402 -0.538 -8.727
H 2.685 4.965 -0.888
H 1.158 -3.414 -0.551
H 2.037 -4.788 0.147
H 9.119 7.277 -2.421
H -2.721 0.899 -9.784
H -3.408 -3.061 6.973
H -0.225 4.265 -2.050
H 4.622 8.331 -0.438
H -0.213 4.729 -0.342
H 1.041 0.847 1.929
H 7.109 5.917 -2.075
```

Properties
- LUMO (eV) = 0.359
- HOMO (eV) = -7.90
- largest force on an atom (eV/A) = 0.5
- SMILES = Cc1ccccc1C[C@H]1COS(=O)(=O)[C@@H](C(F)(F)C(F)F)C1.O=C1CCCO1.O=C1CCCO1.O=C1CCCO1.O=C1CCCO1.O=C1CCCO1.O=C1CCCO1.O=C1CCCO1.O=C1CCCO1
- frontier orbital gap (eV) = 8.256

Atomic partial charges in e from the Löwdin method, atoms 1 to 99: atom 1 (S): 0.658, atom 2 (F): 0.115, atom 3 (F): 0.118, atom 4 (F): 0.089, atom 5 (F): 0.093, atom 6 (O): 0.010, atom 7 (O): -0.224, atom 8 (O): 0.123, atom 9 (O): 0.119, atom 10 (O): 0.009, atom 11 (O): 0.103, atom 12 (O): 0.038, atom 13 (O): 0.023, atom 14 (O): 0.121, atom 15 (O): 0.121, atom 16 (O): -0.253, atom 17 (O): 0.113, atom 18 (O): 0.007, atom 19 (O): 0.030, atom 20 (O): 0.003, atom 21 (O): 0.018, atom 22 (O): 0.114, atom 23 (O): 0.120, atom 24 (O): -0.231, atom 25 (C): -0.227, atom 26 (C): -0.156, atom 27 (C): -0.155, atom 28 (C): -0.069, atom 29 (C): -0.126, atom 30 (C): -0.144, atom 31 (C): -0.136, atom 32 (C): -0.489, atom 33 (C): -0.149, atom 34 (C): -0.146, atom 35 (C): -0.093, atom 36 (C): -0.156, atom 37 (C): -0.164, atom 38 (C): -0.483, atom 39 (C): -0.292, atom 40 (C): -0.478, atom 41 (C): -0.068, atom 42 (C): -0.033, atom 43 (C): -0.480, atom 44 (C): -0.488, atom 45 (C): -0.144, atom 46 (C): -0.136, atom 47 (C): -0.075, atom 48 (C): -0.475, atom 49 (C): -0.269, atom 50 (C): -0.156, atom 51 (C): -0.070, atom 52 (C): -0.152, atom 53 (C): -0.140, atom 54 (C): -0.204, atom 55 (C): -0.482, atom 56 (C): -0.144, atom 57 (C): -0.071, atom 58 (C): -0.074, atom 59 (C): -0.160, atom 60 (C): -0.148, atom 61 (C): -0.070, atom 62 (C): -0.058, atom 63 (C): -0.034, atom 64 (C): -0.496, atom 65 (C): -0.072, atom 66 (C): -0.068, atom 67 (C): -0.112, atom 68 (C): -0.452, atom 69 (C): -0.144, atom 70 (C): -0.067, atom 71 (H): 0.104, atom 72 (H): 0.131, atom 73 (H): 0.123, atom 74 (H): 0.075, atom 75 (H): 0.131, atom 76 (H): 0.121, atom 77 (H): 0.106, atom 78 (H): 0.126, atom 79 (H): 0.142, atom 80 (H): 0.119, atom 81 (H): 0.117, atom 82 (H): 0.111, atom 83 (H): 0.119, atom 84 (H): 0.116, atom 85 (H): 0.132, atom 86 (H): 0.123, atom 87 (H): 0.141, atom 88 (H): 0.125, atom 89 (H): 0.121, atom 90 (H): 0.133, atom 91 (H): 0.126, atom 92 (H): 0.129, atom 93 (H): 0.109, atom 94 (H): 0.080, atom 95 (H): 0.113, atom 96 (H): 0.113, atom 97 (H): 0.074, atom 98 (H): 0.121, atom 99 (H): 0.172

***

Record 2
DFT (wB97M-V/def2-TZVPD) results for 2 unconnected molecules or ions with the total composition C4H11N3.

```
18
C4H11N3 wB97M-V/def2-TZVPD
N 0.493 1.872 1.112
N -0.067 1.383 -1.252
N -1.635 1.122 0.517
C -0.366 -1.890 0.791
C 0.332 -0.946 -0.145
C -0.257 1.267 0.283
C 1.521 -1.269 -0.662
H 0.189 -2.823 0.970
H 2.036 -2.214 -0.457
H -1.358 -2.172 0.415
H 0.871 1.698 -1.489
H -1.964 0.184 0.332
H -1.840 1.386 1.473
H -0.776 1.988 -1.677
H -0.135 0.321 -1.402
H 1.410 2.109 0.751
H -0.529 -1.412 1.764
H 2.078 -0.603 -1.325
```

Properties
- LUMO (eV) = 0.526
- HOMO (eV) = -7.13
- energy above the lowest of the compared OMol25 structures with the same formula, charge and spin (eV) = 4.9126
- largest force on an atom (eV/A) = 0.4
- frontier orbital gap (eV) = 7.656

Now the Löwdin charges, all in e: atom 1 (N): 0.115, atom 2 (N): 0.164, atom 3 (N): 0.092, atom 4 (C): -0.170, atom 5 (C): -0.323, atom 6 (C): -0.587, atom 7 (C): -0.098, atom 8 (H): 0.060, atom 9 (H): 0.037, atom 10 (H): 0.058, atom 11 (H): 0.132, atom 12 (H): 0.069, atom 13 (H): 0.093, atom 14 (H): 0.138, atom 15 (H): 0.100, atom 16 (H): 0.040, atom 17 (H): 0.063, atom 18 (H): 0.017

***

Record 3
DFT (wB97M-V/def2-TZVPD) results for a molecular structure, C10H29CeN5.

```
45
C10H29CeN5 wB97M-V/def2-TZVPD
Ce 0.015 -0.087 0.058
N 2.431 -1.024 0.043
N -0.304 2.047 0.965
N -2.207 0.243 0.247
N -0.085 -2.286 1.074
N 0.899 -0.206 -2.338
C 0.730 -2.914 0.018
C 2.202 -0.897 -2.456
C -2.509 1.677 -0.025
C -1.674 2.598 0.854
C 2.189 -2.466 0.151
C 0.212 2.057 2.420
C -2.878 -0.284 1.526
C -2.532 -0.581 -0.945
C 0.661 2.737 0.038
C 3.157 -0.628 -1.227
H 1.202 3.505 0.600
H 1.967 -1.973 -2.570
H -1.604 3.558 0.371
H 0.322 3.021 -0.958
H 3.337 0.451 -1.123
H -2.229 -0.236 2.439
H -3.201 -1.339 1.407
H -1.723 -0.283 -1.704
H -0.104 2.998 2.874
H -3.552 2.019 0.189
H 2.727 -0.720 -3.436
H 1.091 0.780 -2.615
H 2.757 -2.824 -0.628
H 0.562 -3.977 -0.211
H 0.413 -2.404 -0.889
H 1.577 2.065 -0.194
H 3.077 -0.800 0.831
H -0.993 -2.798 1.074
H 0.280 -2.445 2.028
H 1.292 1.968 2.379
H 2.667 -2.809 1.090
H -2.551 -1.673 -0.770
H 0.232 -0.598 -3.017
H -3.871 0.238 1.668
H -2.366 1.767 -1.128
H -2.143 2.773 1.752
H -0.177 1.222 2.963
H 4.098 -1.193 -1.369
H -3.397 -0.280 -1.457
```

Properties
- LUMO (spin up / spin down) (eV) = -17.135 / -17.133
- HOMO (spin up / spin down) (eV) = -24.77 / -24.77
- energy above the lowest of the compared OMol25 structures with the same formula, charge and spin (eV) = 1.2018
- largest force on an atom (eV/A) = 3.0
- charge = +4
- frontier orbital gap (spin up / spin down) (eV) = 7.639 / 7.641

Now the Löwdin charges, all in e: atom 1 (Ce): 1.528, atom 2 (N): -0.138, atom 3 (N): -0.371, atom 4 (N): -0.396, atom 5 (N): -0.038, atom 6 (N): -0.052, atom 7 (C): -0.163, atom 8 (C): -0.166, atom 9 (C): -0.096, atom 10 (C): -0.091, atom 11 (C): -0.150, atom 12 (C): 0.063, atom 13 (C): 0.047, atom 14 (C): -0.005, atom 15 (C): -0.005, atom 16 (C): -0.089, atom 17 (H): 0.151, atom 18 (H): 0.137, atom 19 (H): 0.163, atom 20 (H): 0.133, atom 21 (H): 0.133, atom 22 (H): 0.122, atom 23 (H): 0.121, atom 24 (H): 0.101, atom 25 (H): 0.149, atom 26 (H): 0.190, atom 27 (H): 0.176, atom 28 (H): 0.141, atom 29 (H): 0.113, atom 30 (H): 0.188, atom 31 (H): 0.079, atom 32 (H): 0.107, atom 33 (H): 0.174, atom 34 (H): 0.156, atom 35 (H): 0.165, atom 36 (H): 0.116, atom 37 (H): 0.177, atom 38 (H): 0.143, atom 39 (H): 0.140, atom 40 (H): 0.158, atom 41 (H): 0.159, atom 42 (H): 0.130, atom 43 (H): 0.097, atom 44 (H): 0.170, atom 45 (H): 0.137

***

Record 4
DFT (wB97M-V/def2-TZVPD) results for a gas-phase ion, C18H27F4N6S2 (charge +1).

```
57
C18H27F4N6S2 wB97M-V/def2-TZVPD
S 0.496 -2.484 4.269
S 2.185 -0.283 3.387
F 3.749 -1.283 -0.640
F 4.870 0.552 -0.845
F 5.711 -1.335 -2.513
F 3.703 -1.854 -3.120
N 1.570 0.198 -2.402
N -0.623 1.102 -2.714
N 0.919 -2.169 1.700
N 2.220 1.543 -0.861
N 0.972 1.950 -1.180
N 0.632 -2.270 -0.518
C 0.936 -1.524 0.483
C -2.540 -1.336 1.703
C 2.602 0.491 -1.589
C 0.379 -3.538 0.031
C 3.107 1.420 1.452
C 1.152 -1.692 3.010
C 0.575 1.053 -2.152
C 3.948 -0.218 -1.472
C 2.892 2.329 0.207
C -2.217 1.850 -0.900
C 1.800 1.115 2.266
C -3.328 0.762 -0.861
C 4.499 -0.801 -2.810
C -4.770 -0.436 0.977
C -3.859 -1.695 0.928
C 0.559 -3.467 1.386
C -1.641 2.099 -2.329
C -4.097 0.875 0.483
H 0.921 0.965 1.623
H 0.072 -4.417 -0.532
H -2.853 -0.217 -1.034
H -4.906 1.621 0.376
H 0.493 2.726 -0.747
H -1.874 -0.837 0.979
H -4.999 -0.282 2.051
H 3.902 1.787 2.119
H -5.745 -0.643 0.500
H 3.446 0.435 1.088
H -0.806 0.418 -3.438
H -2.756 -0.603 2.502
H -3.636 -1.977 -0.112
H 3.887 2.652 -0.137
H -1.149 3.090 -2.296
H -2.116 -2.248 2.141
H -4.029 0.943 -1.694
H -3.422 1.232 1.281
H -4.325 -2.524 1.484
H -2.675 2.801 -0.562
H 1.594 2.030 2.854
H 1.169 -0.464 0.457
H 4.577 -0.082 -3.638
H 2.334 3.239 0.471
H -2.468 2.090 -3.051
H -1.446 1.596 -0.150
H 0.409 -4.284 2.088
```

Properties
- LUMO (eV) = -3.369
- HOMO (eV) = -11.28
- largest force on an atom (eV/A) = 3.6
- charge = +1
- SMILES = CCCCCCC/[NH+]=c1/nc(C(F)(F)C(F)F)n(CCCSC(=S)n2ccnc2)[nH]1
- frontier orbital gap (eV) = 7.912

Now the Löwdin charges, all in e: atom 1 (S): 0.747, atom 2 (S): 0.925, atom 3 (F): 0.125, atom 4 (F): 0.133, atom 5 (F): 0.104, atom 6 (F): 0.102, atom 7 (N): 0.237, atom 8 (N): 0.111, atom 9 (N): -0.119, atom 10 (N): -0.019, atom 11 (N): 0.199, atom 12 (N): 0.085, atom 13 (C): -0.230, atom 14 (C): -0.103, atom 15 (C): -0.114, atom 16 (C): -0.089, atom 17 (C): -0.229, atom 18 (C): -1.046, atom 19 (C): -0.313, atom 20 (C): -0.360, atom 21 (C): -0.073, atom 22 (C): -0.197, atom 23 (C): -0.459, atom 24 (C): -0.200, atom 25 (C): -0.271, atom 26 (C): -0.218, atom 27 (C): -0.234, atom 28 (C): -0.103, atom 29 (C): -0.140, atom 30 (C): -0.209, atom 31 (H): 0.059, atom 32 (H): 0.110, atom 33 (H): 0.099, atom 34 (H): 0.118, atom 35 (H): 0.173, atom 36 (H): 0.049, atom 37 (H): 0.111, atom 38 (H): 0.128, atom 39 (H): 0.110, atom 40 (H): 0.076, atom 41 (H): 0.169, atom 42 (H): 0.078, atom 43 (H): 0.096, atom 44 (H): 0.131, atom 45 (H): 0.118, atom 46 (H): 0.061, atom 47 (H): 0.119, atom 48 (H): 0.101, atom 49 (H): 0.107, atom 50 (H): 0.123, atom 51 (H): 0.087, atom 52 (H): 0.081, atom 53 (H): 0.179, atom 54 (H): 0.136, atom 55 (H): 0.134, atom 56 (H): 0.094, atom 57 (H): 0.108